one) 12
Properties=species:S:1:pos:R:3 method="wB97M-V/def2-TZVPD" lumo_energy_ha=0.0147 smiles="N/N=c1/onnn1N" homo_ev=-8.1 orbital_gap_ev=8.5
C -0.31750 -0.84406 -0.05294
H 1.65646 0.45516 0.05040
H 2.62640 -1.06458 0.23121
H 0.35486 2.05482 -0.72591
H -0.34723 1.71589 0.90553
N 1.92529 -0.65519 -0.27604
N 0.80305 -1.34330 0.22013
N -2.47676 -0.73872 -0.04590
N -2.10306 0.43507 0.01609
N -0.80498 0.35416 -0.29365
N 0.16061 1.29702 0.07508
O -1.47712 -1.66625 -0.10401

=====

two) 12
Properties=species:S:1:pos:R:3 method="wB97M-V/def2-TZVPD" lumo_energy_ha=0.0009 smiles="N/N=c1/nnon1N" homo_ev=-8.8 orbital_gap_ev=8.8
C -0.60056 0.62389 0.45979
H 1.64083 0.08120 0.48382
H 2.00815 0.81434 1.98936
H 0.99089 -1.22586 -1.74351
H -0.06503 -1.90988 -0.60535
N 1.48873 0.83622 1.15078
N 0.15482 0.94454 1.41054
N -1.99317 0.70307 0.48986
N -2.49294 0.29782 -0.57604
N -0.18860 0.09138 -0.80538
N 0.55438 -1.07919 -0.80824
O -1.49750 -0.17753 -1.44562

=====

Energy ordering: two) at the bottom, the next structure 0.0434 hartree above.